The following is a quantum chemistry calculation of a cluster of 14 separate species, C54H142N6O17 in total, from the Open Molecules 2025 dataset.

The geometry in XYZ format:
```
219
C54H142N6O17 ωB97M-V with the def2-TZVPD basis set
C 6.21151 -20.66279 24.84070
C 6.66229 -21.26744 26.14488
C 6.86615 -22.82345 25.98816
O 7.81823 -20.68822 26.59155
H 7.07329 -20.58606 24.17771
H 5.85582 -19.65599 25.05967
H 5.38049 -21.20098 24.38479
H 5.94977 -21.19155 26.96625
H 7.53523 -23.19487 26.76436
H 7.56851 -23.02645 25.17972
H 5.88036 -23.28702 25.95051
H 8.60340 -20.97682 26.12058
C 2.04909 -21.58310 30.95139
C 2.30166 -21.53444 29.44351
C 3.74534 -21.27407 29.03194
O 1.83756 -22.65035 28.86606
H 2.88328 -22.09100 31.43540
H 1.19427 -22.21211 31.19982
H 1.88187 -20.59069 31.37002
H 1.72788 -20.70181 29.03657
H 4.40086 -22.12876 29.19896
H 4.16293 -20.38573 29.50585
H 3.68591 -20.98571 27.98246
H 1.97130 -22.66699 27.91557
C -1.88439 -25.39777 29.71384
C -1.33243 -24.30716 28.72029
C -2.35417 -23.72707 27.80748
O -0.87797 -23.24611 29.52807
H -2.72884 -24.97953 30.26164
H -1.14324 -25.58833 30.49004
H -2.15605 -26.38642 29.34390
H -0.45913 -24.64772 28.16399
H -3.22939 -23.49288 28.41348
H -2.74993 -24.42695 27.07153
H -1.89981 -22.83686 27.37252
H 0.06633 -23.09460 29.44481
C 7.59602 -29.50263 23.03291
C 7.20128 -28.41304 22.03845
C 6.41612 -28.91070 20.83893
O 6.31054 -27.54573 22.65400
H 6.70653 -30.07051 23.30573
H 8.11323 -29.12077 23.91312
H 8.26396 -30.20082 22.52845
H 8.07725 -27.80712 21.80684
H 5.41685 -29.26863 21.08679
H 6.90245 -29.76756 20.37269
H 6.26001 -28.04194 20.19941
H 5.65017 -28.14811 23.00421
C 0.04876 -23.38764 24.88509
C 1.52659 -23.45046 25.30431
C 2.49794 -23.37762 24.10658
O 1.79470 -22.38901 26.18961
H -0.04700 -23.96593 23.96611
H -0.31862 -22.37079 24.74674
H -0.57024 -23.91464 25.61118
H 1.70635 -24.44137 25.72129
H 3.53129 -23.53188 24.41721
H 2.42245 -22.40466 23.62105
H 2.24200 -24.15165 23.38307
H 1.73222 -21.62663 25.60953
C 0.74793 -25.63604 32.68941
C 0.94562 -25.39590 34.12991
C 1.83171 -24.21924 34.54631
O -0.28254 -25.02511 34.71110
H -0.03688 -26.33606 32.40283
H 1.73037 -25.85014 32.26860
H 0.51060 -24.66871 32.24664
H 1.23246 -26.36298 34.54294
H 1.64993 -24.00238 35.59893
H 1.48145 -23.33335 34.01657
H 2.88485 -24.28840 34.27386
H -0.12038 -25.13461 35.65095
C 0.53164 -30.54759 32.68387
C 0.92927 -29.28987 33.56795
C -0.10666 -29.10261 34.67952
O 2.25296 -29.52110 34.02127
H -0.42114 -30.40192 32.17486
H 0.45147 -31.49120 33.22358
H 1.30630 -30.66458 31.92604
H 0.93056 -28.38180 32.96503
H -0.10069 -29.98878 35.31416
H -1.07879 -28.93744 34.21500
H 0.14904 -28.24224 35.29797
H 2.85372 -29.27255 33.31493
C 5.11349 -26.24509 33.07930
C 5.11417 -27.66334 32.61433
C 5.37354 -28.74379 33.69397
O 3.76062 -27.82782 32.11194
H 6.10280 -25.87998 33.35507
H 4.57467 -26.25108 34.02680
H 4.79557 -25.49138 32.35892
H 5.80760 -27.82669 31.78936
H 5.40761 -29.75329 33.28428
H 4.69294 -28.63060 34.53782
H 6.30940 -28.58681 34.23028
H 3.73507 -27.36301 31.27236
C 8.46264 -25.31624 31.45623
O 8.30414 -26.44540 30.60317
C 8.71000 -26.31842 29.25101
C 8.57552 -27.57419 28.51010
N 9.58416 -28.48640 28.90498
C 9.41159 -29.84652 28.34013
C 10.36581 -30.85692 29.02043
O 9.79110 -31.26083 30.26803
C 10.68266 -31.91486 31.11722
H 9.48651 -24.94335 31.48340
H 8.10101 -25.62724 32.43634
H 7.81937 -24.48536 31.16653
H 9.69459 -25.89046 29.06256
H 7.97583 -25.72514 28.70592
H 8.69482 -27.35913 27.44820
H 7.56724 -27.96926 28.63417
H 9.62104 -28.59227 29.90874
H 9.44614 -29.77490 27.25303
H 8.40764 -30.22638 28.52957
H 11.40465 -30.52699 29.02773
H 10.33659 -31.79148 28.46022
H 10.11022 -32.21577 31.99463
H 11.43645 -31.17643 31.39040
H 11.14314 -32.78250 30.64472
C -1.60343 -32.86766 27.88423
O -2.62121 -32.75913 26.87955
C -3.48231 -33.92444 26.65790
C -4.57422 -33.48256 25.68552
N -5.63362 -34.46402 25.47388
C -6.50885 -34.58300 26.69561
C -7.52078 -35.80688 26.56000
O -8.16425 -36.01213 27.81667
C -7.62787 -37.09927 28.49549
H -1.01713 -33.78366 27.81142
H -2.01896 -32.96229 28.88747
H -0.98081 -31.97470 27.82890
H -3.91678 -34.24660 27.60423
H -2.85205 -34.72111 26.26269
H -4.13114 -33.33544 24.70057
H -4.86561 -32.46821 25.95807
H -5.20994 -35.35394 25.25331
H -7.03743 -33.63134 26.75088
H -5.93221 -34.67445 27.61605
H -7.13246 -36.69144 26.05516
H -8.26535 -35.41561 25.86674
H -6.56962 -36.98298 28.72933
H -7.70085 -38.03258 27.93717
H -8.22939 -37.26853 29.38859
C 6.00915 -26.61127 25.79282
O 5.58774 -26.68630 27.16090
C 4.95113 -25.50048 27.66933
C 4.74628 -25.69642 29.18257
N 3.79351 -26.70323 29.53975
C 2.43024 -26.13848 29.40750
C 1.33901 -27.27841 29.50739
O 1.51987 -28.32411 28.52033
C 0.46961 -29.27535 28.50729
H 6.63543 -25.72132 25.73077
H 5.16290 -26.53111 25.11051
H 6.50246 -27.54083 25.50881
H 3.99034 -25.39074 27.16640
H 5.58690 -24.63305 27.49192
H 4.42187 -24.72767 29.56255
H 5.70688 -25.93436 29.63944
H 3.86066 -27.47121 28.88722
H 2.23400 -25.71856 28.42096
H 2.24474 -25.32324 30.10683
H 0.34448 -26.86555 29.33840
H 1.38966 -27.64149 30.53389
H 0.82839 -29.90788 27.69532
H -0.39269 -28.74641 28.10136
H 0.22591 -29.77691 29.44385
C 2.35985 -28.20380 22.45196
C 2.96365 -27.83557 23.78611
C 2.03379 -27.78233 25.04979
O 1.00720 -26.92429 24.67964
C 0.14168 -26.77097 25.78096
N 4.04642 -28.78475 24.00872
H 3.12001 -28.06472 21.68325
H 1.50748 -27.56857 22.21102
H 1.98447 -29.22134 22.34329
H 3.34576 -26.82230 23.66204
H 2.65323 -27.39141 25.85699
H 1.64022 -28.78172 25.23531
H -0.76869 -26.24692 25.48992
H 0.58328 -26.14697 26.55795
H -0.15494 -27.70252 26.26297
H 3.73430 -29.69836 23.71208
H 4.29815 -28.90067 24.97996
C -3.21419 -29.53180 31.05125
C -4.22350 -30.25257 30.15066
C -3.93053 -30.08809 28.60474
O -3.97029 -28.72376 28.20629
C -3.85105 -28.58116 26.83536
N -4.17664 -31.62934 30.63835
H -2.30095 -30.08949 31.25880
H -3.67992 -29.46932 32.03476
H -2.95085 -28.50936 30.78037
H -5.16477 -29.73892 30.34631
H -4.68202 -30.63531 28.03562
H -2.92015 -30.41457 28.35851
H -4.04367 -27.51973 26.67923
H -4.54207 -29.23395 26.30202
H -2.86027 -28.84238 26.46358
H -5.04663 -32.09364 30.42011
H -3.96050 -31.66257 31.62440
C 3.86552 -31.56120 30.48531
C 4.27786 -31.95621 29.11539
C 5.34962 -30.99246 28.51890
O 6.03751 -31.33105 27.31416
C 5.18598 -31.42654 26.15066
N 4.77383 -33.31880 29.22562
H 3.06479 -32.21299 30.83474
H 3.41668 -30.56997 30.42119
H 4.70079 -31.51905 31.18433
H 3.45450 -31.98367 28.40165
H 6.12298 -30.90270 29.28175
H 4.86672 -30.01550 28.49763
H 5.03117 -32.49372 25.99173
H 5.74378 -31.04520 25.29536
H 4.24182 -30.88294 26.18459
H 5.28254 -33.41641 30.09267
H 5.46983 -33.54824 28.53061
```

- Kohn-Sham gap (Ha) = 0.329
- HOMO (eV) = -8.52
- E_tot (Eh) = -3749.936251
- energy relative to the best compared isomer or geometry (same formula, charge and spin) (eV) = 0.0000
- max |F| (hartree/bohr) = 0.0725

Löwdin population analysis, charges in e, atoms 1 to 4:
1 C -0.050
2 C -0.519
3 C -0.054
4 O -0.030



The following is a quantum chemistry calculation of a structure of composition C54H34Cl4F16GeIrN8O3S, from the Open Molecules 2025 dataset.

The geometry in XYZ format:
```
122
C54H34Cl4F16GeIrN8O3S ωB97M-V with the def2-TZVPD basis set
Ir 0.77450 1.05082 -0.19609
C 1.44800 -1.80840 2.92350
C 0.38269 -1.67751 3.80854
C -0.60202 -0.77058 3.52407
C -0.54493 0.01358 2.36181
N 0.53230 -0.08171 1.54521
C 1.49447 -0.98684 1.83001
N -1.65816 0.78404 2.14041
C -1.81168 1.61975 1.16749
N -0.92448 2.01984 0.22570
C -1.51001 2.96311 -0.61204
N -0.95690 3.71741 -1.47447
C 0.40032 3.72586 -1.75126
C 0.81490 4.77526 -2.56810
C 2.14621 4.95478 -2.86238
C 3.06402 4.06402 -2.33467
C 2.59684 3.03502 -1.54953
N 1.30760 2.85484 -1.24400
C -2.93428 3.07294 -0.22619
C -3.97583 3.78680 -0.78038
C -5.22249 3.66621 -0.17343
C -5.40149 2.86680 0.95609
C -4.33914 2.16123 1.51326
C -3.11134 2.27556 0.89262
H 2.23962 -2.52265 3.08713
H 0.32607 -2.29052 4.69793
H -1.45641 -0.62116 4.16735
H 2.30192 -1.04097 1.11743
H 0.04547 5.43349 -2.94161
H 2.46790 5.77388 -3.49123
H 4.12182 4.13756 -2.54308
H 3.26273 2.31377 -1.13617
H -3.81659 4.39882 -1.65722
H -6.07158 4.20040 -0.57815
H -6.38277 2.80003 1.40658
H -4.45390 1.55565 2.40256
Cl 0.93094 -0.95440 -4.80960
C 0.61150 0.78372 -4.65965
Cl 2.16083 1.66217 -4.65200
Cl -0.34313 1.33711 -6.02883
C -0.11173 1.06692 -3.29200
O -1.17939 1.63545 -3.29384
O 0.59596 0.64222 -2.32842
F 6.81437 2.08739 -1.70417
C 6.48645 3.01393 -0.79817
C 5.70297 2.69752 0.29815
C 5.58131 3.68753 1.26292
F 4.93881 3.41291 2.41062
C 6.11895 4.95344 1.12545
F 5.97812 5.86950 2.08154
C 6.82034 5.25799 -0.02902
F 7.31784 6.47712 -0.20632
C 7.02501 4.27762 -0.98399
F 7.74779 4.55270 -2.06949
Ge 4.67535 1.04607 0.67999
S 2.66563 1.82743 1.25287
C 5.68710 0.39227 2.25043
C 7.07215 0.46148 2.23140
F 7.71270 0.92455 1.14683
C 7.86032 0.03755 3.28735
F 9.18825 0.12570 3.22668
C 7.25407 -0.49189 4.41231
F 7.99174 -0.90704 5.43650
C 5.87580 -0.59749 4.46060
F 5.28745 -1.12882 5.53312
C 5.12249 -0.15518 3.38765
F 3.79796 -0.29702 3.47964
C 4.99331 -0.30347 -0.71463
C 5.37913 -1.59063 -0.36959
F 5.35923 -1.99462 0.91351
C 5.78706 -2.52710 -1.30368
F 6.15210 -3.75209 -0.92244
C 5.82077 -2.18200 -2.64127
F 6.25499 -3.05395 -3.54488
C 5.39338 -0.92570 -3.03295
F 5.40776 -0.58998 -4.31950
C 4.97130 -0.02606 -2.07268
F 4.56504 1.16607 -2.51163
C -4.56157 -5.22008 2.07839
C -5.32577 -3.89599 1.89557
C -6.73042 -4.23293 1.37904
C -5.46235 -3.23622 3.27354
C -4.57919 -2.97414 0.86759
O -4.26222 -3.70091 -0.30799
C -5.39374 -1.68948 0.54508
C -6.21837 -1.68059 -0.74990
C -5.41544 -1.52403 -2.01682
C -5.37638 -2.53789 -2.96444
C -4.60370 -2.42504 -4.10747
C -3.86099 -1.27533 -4.30849
Cl -2.86413 -1.14758 -5.72223
C -3.91095 -0.22547 -3.40393
C -4.69476 -0.35962 -2.26732
C -3.21693 -2.58369 1.46255
N -2.20450 -2.17627 0.50043
C -2.05155 -1.01217 -0.12930
N -0.86084 -0.94935 -0.69168
C -0.32330 -2.16639 -0.40693
N -1.09596 -2.93654 0.31850
H -5.23763 -5.98158 2.46919
H -3.74306 -5.12197 2.79275
H -4.14929 -5.57745 1.13671
H -7.24587 -4.84904 2.11664
H -6.69699 -4.81005 0.45132
H -7.33747 -3.34292 1.21366
H -5.95075 -3.93609 3.95358
H -6.06633 -2.32840 3.25029
H -4.49124 -2.99071 3.70432
H -5.07235 -4.04148 -0.70018
H -4.71475 -0.83522 0.50455
H -6.07296 -1.49524 1.37576
H -6.90606 -0.83364 -0.67146
H -6.83444 -2.57918 -0.82568
H -5.96059 -3.43974 -2.81504
H -4.57094 -3.22306 -4.83584
H -3.33422 0.67092 -3.58658
H -4.74735 0.46829 -1.56444
H -2.77042 -3.43362 1.97147
H -3.35174 -1.76038 2.16562
H -2.80355 -0.24531 -0.16190
H 0.65781 -2.45938 -0.74178
F 2.38783 -0.04509 -0.68367
```

- Kohn-Sham gap (spin up / spin down) (Ha) = 0.252 / 0.241
- HOMO (spin up / spin down) (eV) = -8.54 / -8.56
- E_tot (Eh) = -8760.014155
- energy relative to the best compared isomer or geometry (same formula, charge and spin) (eV) = 0.5239
- max |F| (hartree/bohr) = 0.0577
- spin multiplicity = 2

Löwdin population analysis, charges in e, atoms 1 to 4:
1 Ir 1.452
2 C -0.049
3 C -0.034
4 C -0.005



The following is a quantum chemistry calculation of a structure of composition C54H37AgF6NO5S2, from the Open Molecules 2025 dataset.

The geometry in XYZ format:
```
106
C54H37AgF6NO5S2 ωB97M-V with the def2-TZVPD basis set
Ag 0.07207 0.46164 0.31704
C -3.25560 -1.93592 7.05832
C -2.32389 -1.90713 5.87853
C -0.95540 -2.09053 6.04283
C -0.09280 -2.06281 4.95461
C -0.61032 -1.85343 3.68895
C -1.96884 -1.64519 3.50002
C -2.81535 -1.68216 4.59402
S 0.53873 -1.78528 2.31200
O 1.89321 -1.78411 2.92460
C 0.31781 -3.47426 1.67343
C -0.52625 -4.42618 2.30011
C -0.59305 -5.70314 1.83657
C 0.20974 -6.11977 0.74659
C 0.16681 -7.44916 0.26037
C 0.95778 -7.83798 -0.78122
C 1.83415 -6.91017 -1.38404
C 1.88470 -5.61926 -0.94157
C 1.06762 -5.18548 0.13341
C 1.08356 -3.83077 0.59163
C 2.00760 -2.87657 -0.09622
C 3.41332 -2.87014 0.39836
C 3.75577 -3.58519 1.54591
C 5.06764 -3.65407 1.97823
C 6.06937 -3.01528 1.26095
C 5.74006 -2.30379 0.12038
C 4.42201 -2.21588 -0.31228
C 4.11444 -1.43259 -1.54937
C 2.60912 -1.21235 -1.81388
C 1.66168 -2.16290 -1.17469
S -0.00730 -2.19724 -1.87535
O -0.70391 -3.41400 -1.38243
C 0.48492 -2.61608 -3.54234
C 0.51277 -1.61754 -4.49991
C 0.88161 -1.94147 -5.80048
C 1.19716 -3.25058 -6.14759
C 1.61863 -3.59299 -7.54938
C 1.12606 -4.24079 -5.16854
C 0.76918 -3.93406 -3.86732
H -2.70935 -2.12070 7.98282
H -4.00750 -2.71969 6.94853
H -3.78669 -0.98846 7.16648
H -0.55633 -2.25325 7.03756
H 0.97688 -2.18811 5.06538
H -2.34666 -1.46659 2.50570
H -3.87844 -1.52421 4.44741
H -1.14048 -4.13600 3.14102
H -1.26340 -6.41671 2.30016
H -0.51222 -8.14972 0.73176
H 0.91707 -8.85630 -1.14704
H 2.46960 -7.22440 -2.20249
H 2.55461 -4.91272 -1.41313
H 2.98194 -4.06989 2.12281
H 5.30371 -4.20256 2.88105
H 7.09881 -3.06444 1.59198
H 6.51283 -1.79218 -0.44196
H 4.67665 -1.82274 -2.39973
H 2.44829 -1.14787 -2.88840
H 0.25883 -0.59936 -4.22826
H 0.91067 -1.16457 -6.55506
H 1.43328 -2.76177 -8.22890
H 1.08649 -4.46702 -7.92808
H 2.68645 -3.81896 -7.58738
H 1.34584 -5.26902 -5.43496
H 0.68298 -4.69614 -3.10355
C -7.63687 0.95802 0.37980
C -7.29496 -0.39340 -0.23784
C -8.06567 -1.48975 0.48580
C -7.65323 -2.86728 0.00392
C -6.17849 -3.04596 0.21443
C -5.62358 -4.27294 0.49221
C -4.24426 -4.40222 0.62309
F -3.75598 -5.63973 0.87643
C -3.39665 -3.34224 0.48829
C -3.94711 -2.07632 0.23471
C -3.01959 -0.92847 0.10175
O -1.82194 -1.10246 0.37146
C -3.62183 0.29122 -0.35539
C -4.97412 0.33637 -0.46465
N -5.84231 -0.66586 -0.18393
C -5.33150 -1.92472 0.10281
C -2.89117 1.60161 -0.69915
O -3.54102 2.39161 -1.39980
O -1.74896 1.76596 -0.20882
H -8.72165 1.04948 0.45085
H -7.27225 1.80151 -0.19996
H -7.21822 1.02614 1.38519
H -7.59346 -0.39540 -1.29339
H -9.13090 -1.31364 0.32739
H -7.87792 -1.40183 1.56086
H -7.88907 -2.96510 -1.06164
H -8.20550 -3.65227 0.52300
H -6.24986 -5.15114 0.59204
H -2.32238 -3.44825 0.52794
H -5.39874 1.26662 -0.81131
F 2.22968 1.13470 -2.27053
C 2.73270 0.25399 -1.31369
C 2.16322 0.60576 0.02873
C 3.04181 0.96600 0.94964
F 2.67646 1.33260 2.20209
C 4.49798 1.07583 0.76830
F 5.21645 1.57641 1.78043
C 5.08546 0.71154 -0.36009
F 6.41829 0.81677 -0.54683
C 4.29312 0.10894 -1.44955
F 4.75472 0.58032 -2.67204
```

- Kohn-Sham gap (Ha) = 0.264
- HOMO (eV) = -5.09
- total charge = -1
- E_tot (Eh) = -4053.525626
- energy relative to the best compared isomer or geometry (same formula, charge and spin) (eV) = 1.2142
- max |F| (hartree/bohr) = 0.0112

Löwdin population analysis, charges in e, atoms 1 to 4:
1 Ag 0.763
2 C -0.059
3 C -0.280
4 C -0.038



What is the E_tot in the third record? -4053.525626 Eh



Which value of energy relative to the best compared isomer or geometry (same formula, charge and spin) does entry 2 give? 0.5239 eV



The highest energy relative to the best compared isomer or geometry (same formula, charge and spin) belongs to which entry? C54H37AgF6NO5S2



Among the records above, which one has the lowest E_tot? C54H34Cl4F16GeIrN8O3S